Record 1
Formula: C7H14N5O2
Source: the OMol25 dataset
Level of theory: ωB97M-V/def2-TZVPD

Each line ends with the natural charge from an NBO analysis.
Positions of all 28 atoms, in Å:
C: -1.752 1.385 0.425  -0.33
C: -1.252 -1.725 -0.249  -0.36
C: -1.043 0.728 -0.476  -0.07
C: -0.516 -0.626 -0.175  0.14
C: 0.850 2.083 -1.466  0.80
C: 2.143 -1.671 1.781  -0.13
C: -0.472 1.410 -1.755  -0.21
N: 0.916 -2.488 1.658  -0.09
N: 1.165 -0.738 1.377  -0.26
N: 0.447 -2.749 2.808  -0.53
N: -1.312 2.467 -2.290  -0.79
N: 0.960 -0.794 -0.022  -0.43
O: 0.804 3.309 -1.858  -0.63
O: 1.766 1.467 -1.049  -0.64
H: -2.072 2.430 0.190  0.20
H: -1.889 0.929 1.388  0.24
H: -0.783 -2.648 -0.273  0.22
H: -2.304 -1.477 -0.272  0.25
H: 2.599 -1.447 2.797  0.23
H: 3.056 -1.808 1.039  0.21
H: -0.227 0.787 -2.624  0.24
H: 0.763 -2.330 3.750  0.39
H: -0.518 -2.912 2.805  0.38
H: -1.956 2.146 -2.955  0.40
H: -0.217 3.383 -2.223  0.50
H: -1.915 2.699 -1.515  0.38
H: 1.642 -0.102 -0.440  0.49
H: 1.117 -1.705 -0.376  0.41

* energy relative to the best compared isomer or geometry (same formula, charge and spin): 631.1 kJ/mol
* net charge: +1
* multiplicity: 1
* M: 200.222 g/mol

Record 2
Formula: C7H14NO
Source: the OMol25 dataset
Level of theory: ωB97M-V/def2-TZVPD

Each line ends with the natural charge from an NBO analysis.
Positions of all 23 atoms, in Å:
C: -1.918 -1.338 -0.471  -0.28
C: -0.563 -0.530 -0.654  -0.37
C: -0.677 0.926 -0.268  0.65
C: -0.896 1.251 1.154  -0.77
C: -0.157 1.966 -1.074  -0.78
C: 2.004 -0.963 0.001  -0.64
C: 0.510 -1.349 0.146  -0.38
N: -2.955 -0.365 -0.203  0.14
O: -3.749 -0.216 0.690  -0.20
H: -2.221 -1.639 -1.427  0.26
H: -1.829 -2.176 0.161  0.22
H: -0.320 -0.654 -1.768  0.25
H: -1.707 0.689 1.671  0.29
H: -1.122 2.363 1.265  0.26
H: 0.034 0.981 1.565  0.29
H: -0.177 1.657 -2.150  0.27
H: 0.821 2.169 -0.826  0.32
H: -0.689 2.942 -0.823  0.29
H: 2.562 -1.360 0.913  0.25
H: 2.285 0.197 -0.162  0.20
H: 2.373 -1.478 -0.859  0.23
H: 0.169 -1.206 1.282  0.21
H: 0.425 -2.499 -0.167  0.26

* energy relative to the best compared isomer or geometry (same formula, charge and spin): 632.6 kJ/mol
* net charge: +1
* multiplicity: 1
* M: 128.195 g/mol

Record 3
Formula: C7H14NO3PS
Source: the OMol25 dataset
Level of theory: ωB97M-V/def2-TZVPD

Each line ends with the natural charge from an NBO analysis.
Positions of all 27 atoms, in Å:
C: 0.538 -0.831 0.103  0.78
C: -0.717 -2.916 -0.793  -0.38
C: -1.025 -2.681 0.620  -0.39
C: -0.771 -1.472 -0.200  -0.01
C: 2.661 1.363 -1.164  -0.62
C: 1.480 2.493 0.779  -0.65
C: 1.793 1.175 0.135  0.10
N: -1.712 -0.499 -0.730  -0.94
O: 1.548 -1.431 0.381  -0.62
O: -2.771 0.089 1.657  -0.98
O: 0.523 0.482 -0.055  -0.53
P: -2.509 0.680 0.207  1.54
S: -4.055 1.419 -0.666  -0.59
H: 0.316 -3.074 -1.056  0.24
H: -1.616 -3.030 -1.478  0.24
H: -1.967 -2.936 0.876  0.22
H: -0.311 -2.951 1.324  0.24
H: 2.002 1.785 -1.968  0.20
H: 3.412 1.909 -0.778  0.22
H: 2.941 0.503 -1.643  0.22
H: 1.119 3.122 -0.090  0.21
H: 2.168 2.973 1.408  0.23
H: 0.653 2.417 1.515  0.23
H: 2.487 0.474 0.878  0.21
H: -1.325 -0.023 -1.535  0.41
H: -3.316 -0.716 1.648  0.51
H: -1.547 1.679 0.625  -0.08

* energy relative to the best compared isomer or geometry (same formula, charge and spin): 126.7 kJ/mol
* SMILES string: CC(C)OC(=O)C1(N[P@H](O)=S)CC1
* multiplicity: 1
* M: 223.234 g/mol

Record 4
Formula: C7H14NOSi
Source: the OMol25 dataset
Level of theory: ωB97M-V/def2-TZVPD

Each line ends with the natural charge from an NBO analysis.
Positions of all 24 atoms, in Å:
C: 1.369 0.521 -1.079  0.36
C: 1.328 -0.084 1.072  0.69
C: 2.753 0.645 -0.702  -0.53
C: 2.712 0.436 0.842  -0.53
C: -1.739 0.659 1.561  -1.17
C: -1.678 -2.160 -0.019  -1.09
C: -1.839 0.492 -1.711  -1.07
N: 0.495 0.156 -0.061  -0.68
O: 0.904 -0.558 2.092  -0.47
Si: -1.266 -0.257 0.021  1.71
H: 0.858 0.673 -2.000  0.24
H: 3.137 -0.107 -1.459  0.31
H: 3.374 1.531 -1.034  0.31
H: 3.118 1.369 1.194  0.29
H: 3.306 -0.395 1.216  0.28
H: -1.657 -0.094 2.371  0.28
H: -1.033 1.502 1.922  0.27
H: -2.803 0.955 1.653  0.28
H: -2.416 -2.479 -0.766  0.27
H: -0.737 -2.704 0.173  0.26
H: -2.402 -2.142 0.882  0.26
H: -2.533 -0.122 -2.245  0.26
H: -2.229 1.484 -1.533  0.25
H: -1.024 0.678 -2.390  0.21

* energy relative to the best compared isomer or geometry (same formula, charge and spin): 0.0 kJ/mol
* net charge: +1
* SMILES string: C[Si](C)(C)[N+]1=CCCC1=O
* multiplicity: 1
* M: 156.281 g/mol

> M of number 4 (C7H14NOSi)?

156.281 g/mol